No. 1
Molecular formula: C48H39N2O4PV
Method: DFT, wB97M-V/def2-TZVPD

HOMO (alpha / beta) in eV: -11.17 / -11.17
Gap between HOMO and LUMO (alpha / beta) in eV: 7.7476 / 7.7469

Geometry as ORCA input:
```
! RIJCOSX wB97M-V def2-TZVPD def2/J DEFGRID3
* xyz 1 1
V 0.2126 -0.0413 0.1680
O -1.1447 0.5573 0.6974
C -2.3972 0.1777 1.0966
C -2.2070 -0.9442 2.1423
C -1.2352 -2.0469 1.8324
C -1.4780 -3.2658 2.4653
C -0.5454 -4.2788 2.3751
C 0.5769 -4.0660 1.5956
C 0.7480 -2.8536 0.9372
C 1.9232 -2.6834 0.0172
C 1.4179 -2.0892 -1.3230
O 0.9415 -0.8639 -0.9527
C 2.4643 -1.9670 -2.4307
C 2.3153 -0.9328 -3.3479
C 3.2184 -0.7722 -4.3807
C 4.2647 -1.6636 -4.5253
C 4.3972 -2.7124 -3.6349
C 3.5002 -2.8717 -2.5946
C 0.2807 -2.9374 -1.9095
C 0.2634 -4.3234 -1.7871
C -0.7363 -5.0683 -2.3873
C -1.7116 -4.4470 -3.1466
C -1.6897 -3.0713 -3.2859
C -0.7191 -2.3175 -2.6496
N -0.1361 -1.8531 1.0933
C -3.1587 1.2712 1.8380
C -4.5441 1.2502 1.9176
C -5.2044 2.2085 2.6654
C -4.4850 3.1942 3.3223
C -3.1038 3.2131 3.2458
C -2.4402 2.2407 2.5198
C -3.1329 -0.2140 -0.1797
C -3.4142 -1.5171 -0.5683
C -4.0859 -1.7449 -1.7610
C -4.4488 -0.6914 -2.5824
C -4.1359 0.6067 -2.2124
C -3.4830 0.8427 -1.0191
H -1.8264 -0.4563 3.0513
H -3.1869 -1.3643 2.3794
H -2.3702 -3.3900 3.0604
H -0.6862 -5.2096 2.9015
H 1.3348 -4.8270 1.5082
H 2.6287 -1.9671 0.4524
H 2.4423 -3.6290 -0.1220
H 1.4834 -0.2430 -3.2533
H 3.0981 0.0491 -5.0702
H 4.9736 -1.5393 -5.3264
H 5.2049 -3.4182 -3.7425
H 3.6175 -3.7098 -1.9267
H 1.0350 -4.8427 -1.2420
H -0.7452 -6.1409 -2.2693
H -2.4742 -5.0352 -3.6325
H -2.4277 -2.5810 -3.8995
H -0.7354 -1.2370 -2.7545
H -5.0987 0.4796 1.4028
H -6.2802 2.1816 2.7426
H -5.0028 3.9427 3.9009
H -2.5414 3.9735 3.7672
H -1.3592 2.2169 2.4858
H -3.1353 -2.3620 0.0490
H -4.3322 -2.7571 -2.0440
H -4.9769 -0.8750 -3.5059
H -4.4096 1.4371 -2.8456
H -3.2609 1.8555 -0.7074
O 4.6500 -0.1268 -1.0943
C 3.7641 0.4438 -0.5348
O 3.1503 0.0694 0.5753
C 3.0469 1.7351 -0.9398
P 2.0131 1.6138 0.5968
C 3.0305 2.4716 1.8379
C 3.5552 1.8549 2.9659
C 4.4166 2.5563 3.7944
C 4.7608 3.8639 3.4946
C 4.2347 4.4804 2.3694
C 3.3689 3.7910 1.5402
C 0.6396 2.8287 0.2688
C 0.2054 3.7327 1.2336
C -0.8857 4.5490 0.9819
C -1.5771 4.4424 -0.2140
C -1.1619 3.5333 -1.1757
C -0.0569 2.7329 -0.9397
H 2.5400 1.6407 -1.9008
H 3.6917 2.6155 -0.9770
H 3.2843 0.8356 3.1982
H 4.8227 2.0781 4.6734
H 5.4480 4.4034 4.1291
H 4.5002 5.5002 2.1377
H 2.9499 4.2731 0.6650
H 0.7332 3.8064 2.1756
H -1.2064 5.2661 1.7223
H -2.4406 5.0678 -0.3981
H -1.6973 3.4612 -2.1118
H 0.2971 2.0584 -1.7193
N 1.0568 0.2422 3.0927
C 1.0100 0.3031 1.9420
*
```

No. 2
Molecular formula: C22H17F5N4O13TeV
Method: DFT, wB97M-V/def2-TZVPD

HOMO in eV: -7.37
Gap between HOMO and LUMO in eV: 7.7939
Relative energy (zero: lowest compared OMol25 entry of this formula, charge and spin) in kJ/mol: 61.6

Geometry as ORCA input:
```
! RIJCOSX wB97M-V def2-TZVPD def2/J DEFGRID3
* xyz -1 1
V 1.5088 0.1492 -0.3117
O 0.1062 -2.2314 2.5130
C 0.7865 -1.3198 2.0887
O 1.0729 -1.2156 0.8104
C 1.3685 -0.2635 2.9609
C 1.2049 -0.4054 4.3268
C 1.7550 0.5269 5.1818
C 2.4833 1.6023 4.7044
C 2.6715 1.7301 3.3500
C 2.1048 0.8220 2.4220
O 2.2279 1.0175 1.1478
N 3.4882 2.8685 2.9032
O 4.0900 2.7648 1.8613
O 3.5041 3.8495 3.6278
N 1.5726 0.3789 6.6256
O 2.0693 1.2213 7.3495
O 0.9428 -0.5831 7.0214
H 0.6407 -1.2452 4.7053
H 2.9037 2.3338 5.3768
O -1.4385 -2.4872 0.0103
C -1.3485 -3.5823 -0.8713
C 0.0490 -4.1558 -1.0987
C 1.1630 -3.1610 -1.4859
C 0.6649 -2.1231 -2.4457
C 0.4592 -2.4425 -3.7832
C -0.1067 -1.5135 -4.6373
C -0.4836 -0.2814 -4.1278
C -0.2210 -0.0133 -2.7986
N 0.3603 -0.9001 -1.9774
H -0.9600 -2.6563 0.8378
H -1.7520 -3.2243 -1.8232
H -1.9968 -4.4059 -0.5435
H -0.0604 -4.8969 -1.8980
H 0.3776 -4.7034 -0.2112
H 1.9765 -3.7202 -1.9513
H 1.5657 -2.6771 -0.6047
H 0.7561 -3.4208 -4.1373
H -0.2463 -1.7452 -5.6853
H -0.9308 0.4816 -4.7479
H -0.4395 0.9513 -2.3657
F 3.8393 0.1011 -5.1658
Te 3.1564 0.3545 -3.4126
F 4.3020 -1.2018 -3.1365
F 1.7391 1.6025 -1.5308
F 2.6401 2.0399 -4.2267
F 4.6005 1.3112 -2.7720
O 2.8875 -0.3550 -0.9434
O -0.2141 2.8714 1.2119
C -0.7396 2.0628 0.4803
O -0.1633 1.0363 -0.0795
C -2.2202 2.1188 0.1827
C -2.9003 0.9767 -0.2295
C -4.2618 1.0365 -0.4814
C -4.9066 2.2511 -0.3299
C -4.2517 3.4013 0.0766
C -2.8962 3.3221 0.3444
N -6.3526 2.3240 -0.6109
O -6.9212 1.2998 -0.9352
O -6.9008 3.4028 -0.4920
H -2.3625 0.0429 -0.3413
H -4.8198 0.1651 -0.7888
H -4.8013 4.3245 0.1788
H -2.3431 4.1876 0.6828
*
```

No. 3
Molecular formula: C17H14Br2N3O7Ti
Method: DFT, wB97M-V/def2-TZVPD

HOMO (alpha / beta) in eV: -2.51 / -5.68
Gap between HOMO and LUMO (alpha / beta) in eV: 4.4418 / 7.6049
⟨S²⟩: 2.030
Relative energy (zero: lowest compared OMol25 entry of this formula, charge and spin) in kJ/mol: 110.6

Geometry as ORCA input:
```
! RIJCOSX wB97M-V def2-TZVPD def2/J DEFGRID3
* xyz -1 3
Ti -0.0187 -1.1027 -0.4611
N -0.5026 -1.5261 1.7501
C 0.2161 -2.6864 2.2787
C 0.7080 -3.5911 1.1449
O 1.2643 -4.6505 1.4375
N 0.4858 -3.0746 -0.0650
C 0.9555 -3.8137 -1.2234
C 1.4583 -2.8195 -2.2694
O 2.3054 -3.1352 -3.0859
O 0.9048 -1.6427 -2.1804
H -0.4089 -0.6911 2.3158
H -1.4949 -1.7106 1.6542
H -0.3811 -3.2884 2.9665
H 1.0928 -2.3493 2.8363
H 0.1235 -4.3621 -1.6809
H 1.7336 -4.5326 -0.9699
O 5.7085 1.5650 -0.4765
C 4.4522 1.0829 -0.3431
C 4.1218 0.0785 0.5625
C 2.8138 -0.3422 0.6127
N 1.8402 0.1637 -0.1560
C 2.1778 1.1140 -1.0222
Br 0.8608 1.8020 -2.1726
C 3.4609 1.6131 -1.1510
H 6.3029 1.0759 0.1024
H 4.8659 -0.3776 1.2025
H 2.5205 -1.1370 1.2877
H 3.6913 2.3798 -1.8742
Br -0.6082 3.1027 1.5561
C -2.3374 3.1497 0.7328
C -3.0432 4.3146 0.9312
C -4.3311 4.4750 0.4233
C -4.9035 3.4122 -0.2883
C -4.2130 2.2480 -0.4938
C -2.8798 2.0496 -0.0078
C -2.2254 0.8371 -0.2932
O -2.8986 -0.1123 -0.9615
O -0.9992 0.5917 0.0465
H -2.5793 5.1105 1.4992
H -4.8693 5.3988 0.5864
H -5.9070 3.5057 -0.6872
H -4.6625 1.4365 -1.0480
O -2.7127 -2.1948 -1.7980
C -2.0877 -1.3665 -1.2178
*
```

No. 4
Molecular formula: C27H24BrN4O5Sn
Method: DFT, wB97M-V/def2-TZVPD

HOMO in eV: -11.26
Gap between HOMO and LUMO in eV: 6.9901
Relative energy (zero: lowest compared OMol25 entry of this formula, charge and spin) in kJ/mol: 114.0

Geometry as ORCA input:
```
! RIJCOSX wB97M-V def2-TZVPD def2/J DEFGRID3
* xyz 1 1
Sn 1.4980 -1.2067 1.1313
C -5.0334 -3.0110 -0.3386
O -4.8599 -3.3084 1.0404
C -3.7258 -2.9335 1.6374
C -3.6808 -3.0996 3.0353
C -2.5843 -2.6886 3.7291
C -1.4613 -2.1215 3.0886
C -0.3184 -1.6985 3.8417
C -0.4447 -1.4469 5.3157
O 0.8052 -1.5377 3.3199
C -1.4952 -1.9748 1.6819
O -0.5776 -1.3338 0.9675
C -2.6279 -2.4034 0.9790
H -6.0277 -3.3643 -0.5918
H -4.2997 -3.5303 -0.9580
H -4.9667 -1.9361 -0.5151
H -4.5309 -3.5526 3.5253
H -2.5767 -2.8162 4.8027
H -0.5249 -2.3903 5.8588
H -1.3252 -0.8468 5.5370
H 0.4472 -0.9298 5.6611
H -2.6245 -2.2317 -0.0881
C 3.2394 -2.8245 1.4691
H 3.9364 -2.3096 2.1184
H 3.5821 -2.9906 0.4555
H 2.7090 -3.6542 1.9189
C 3.5396 0.7258 -2.7071
C 3.2565 -0.0367 -1.5902
N 2.0127 -0.4385 -1.3103
C 1.0152 -0.1175 -2.1381
C 1.2092 0.6012 -3.3120
C 2.5090 1.0327 -3.5797
C 0.1521 0.7816 -4.3213
C -1.1560 0.9296 -4.1423
C -1.8683 1.1472 -2.8676
C -1.4841 2.1457 -1.9765
C -2.2693 2.3058 -0.8466
N -3.3450 1.5599 -0.6227
C -3.6475 0.6524 -1.5415
N -2.9586 0.4125 -2.6490
H 4.5529 1.0451 -2.9042
H 4.0282 -0.3293 -0.8940
H 0.0398 -0.5017 -1.8647
H 2.7145 1.5862 -4.4875
H 0.5176 0.7226 -5.3413
H -1.8091 0.9104 -5.0075
H -0.6329 2.7780 -2.1905
H -2.0508 3.0601 -0.0985
H -4.5423 0.0625 -1.3826
Br 5.8047 4.9702 -0.6694
C 4.0799 4.2345 -0.4819
C 2.9934 4.8268 -1.1193
N 1.7627 4.3341 -1.0330
C 1.5599 3.2416 -0.3108
C 2.5932 2.5821 0.3434
C 3.8825 3.0912 0.2661
C 2.3191 1.2657 0.9793
O 3.2402 0.4523 1.1933
O 1.0993 0.9460 1.1706
H 3.1071 5.7231 -1.7166
H 0.5528 2.8507 -0.2491
H 4.6900 2.5875 0.7800
*
```